Record 1
ORCA calculation (ωB97M-V/def2-TZVPD) on an isolated ion of composition C10H12N3 and charge +1 at a distorted geometry.

Calculated values
Net charge: +1
SMILES: [H]/N=C1/C=C[N@+](N)(c2ccccc2)C1
E (a.u.): -552.14449
LUMO level (eV): -3.77
Relative energy (zero: lowest compared OMol25 entry of this formula, charge and spin) (kJ/mol): 236.86
Molecular weight (g/mol): 174.227
Frontier orbital gap (eV): 9.63
HOMO (hartree): -0.4923

Last column: natural (NBO) charge in e.
CARTESIAN COORDINATES (ANGSTROEM)
C  3.082156  0.842093  -0.606463  -0.163
C  2.433516  1.524567  0.340111  -0.192
C  2.569431  -0.372900  -1.094303  -0.175
C  1.207261  1.139423  0.834029  -0.227
C  1.366412  -0.754378  -0.698332  -0.228
C  0.674597  0.017788  0.261766  0.128
C  -2.585387  0.792256  0.761138  -0.165
C  -1.504844  0.334725  1.379673  -0.037
C  -2.617123  0.378282  -0.586234  0.211
C  -1.444432  -0.543770  -0.733735  -0.295
N  -3.204540  1.048095  -1.483080  -0.501
N  -0.522354  -1.826789  1.056194  -0.654
N  -0.718740  -0.487196  0.523092  -0.106
H  4.124496  1.068017  -0.813043  0.237
H  2.768391  2.487142  0.617793  0.233
H  3.191799  -0.715831  -1.971119  0.250
H  0.824786  1.739644  1.694870  0.253
H  0.934185  -1.558310  -1.084085  0.223
H  -3.424032  1.264326  1.197700  0.268
H  -1.198857  0.509525  2.410427  0.255
H  -1.840584  -1.576429  -0.861666  0.254
H  -0.731371  -0.404426  -1.563822  0.272
H  -2.849784  0.972782  -2.390843  0.356
H  -0.204243  -1.739107  2.065083  0.392
H  -1.307017  -2.544528  1.048189  0.411

Forces on the atoms, in the same order (eV/Å):
C 1.7 -1.7 -0.2
C -0.4 1.4 0.4
C 3.3 1.9 -2.3
C -1.1 0.1 1.1
C -0.5 2.5 2.2
C 0.2 -0.6 -0.2
C -0.6 -0.9 2.2
C -1.3 1.3 1.2
C 1.4 1.4 -2.7
C -0.7 -2.1 -2.4
N -0.9 0.3 2.2
N 0.3 -1.6 2.1
N 1.6 -1.3 0.9
H -0.3 0.5 -0.5
H 0.7 0.7 0.7
H -1.2 -0.7 1.3
H -0.2 -0.7 -1.1
H -1.8 -3.4 -1.5
H -0.4 0.9 0.5
H 0.1 -0.2 -0.4
H 0.3 0.6 0.1
H -0.8 0.4 0.3
H 0.4 -0.8 -1.9
H -0.4 0.0 -1.7
H 0.6 2.0 -0.4


Record 2
ORCA calculation (ωB97M-V/def2-TZVPD) on an isolated ion of composition C10H12N4 and charge +2 at a distorted geometry.

Calculated values
Net charge: +2
E (a.u.): -606.49518
LUMO level (eV): -8.24
Relative energy (zero: lowest compared OMol25 entry of this formula, charge and spin) (kJ/mol): 203.96
Molecular weight (g/mol): 188.234
Frontier orbital gap (eV): 8.35
HOMO (hartree): -0.6099

Last column: natural (NBO) charge in e.
CARTESIAN COORDINATES (ANGSTROEM)
C  -3.615524  -0.838594  0.507566  -0.254
C  2.792808  1.547998  -0.552673  -0.253
C  -2.459824  -0.305889  1.069828  0.187
C  3.222004  0.192823  -0.479813  0.231
C  -3.878749  -0.514218  -0.808533  0.193
C  1.551992  1.828244  -0.021757  0.159
C  -1.734779  0.623938  -0.962959  0.232
C  1.139295  -0.462495  0.448190  0.235
C  -0.561843  1.145183  1.018714  0.000
C  2.825661  -2.086092  -0.116643  -0.472
N  -2.906170  0.216433  -1.440002  -0.501
N  0.787361  0.797494  0.514269  -0.376
N  -1.678828  0.444156  0.333122  -0.361
N  2.451289  -0.738382  0.027691  -0.331
H  -4.338768  -1.180470  1.085334  0.260
H  3.430501  2.180276  -0.955695  0.265
H  -2.308128  -0.538233  2.167712  0.279
H  4.224477  -0.034789  -0.772210  0.259
H  -4.775073  -0.729903  -1.240847  0.255
H  0.990518  2.738569  0.229924  0.249
H  -0.719096  2.216605  0.724070  0.244
H  -0.555280  0.921199  2.014961  0.238
H  2.221179  -2.805727  -0.761061  0.277
H  3.890303  -2.218815  -0.377381  0.250
H  3.015225  -2.619078  0.880482  0.268
H  -3.010547  0.219760  -2.532285  0.469

Forces on the atoms, in the same order (eV/Å):
C 2.6 2.5 -2.6
C -3.4 -3.7 2.3
C -2.2 -1.8 1.9
C -0.3 2.2 0.3
C 3.4 1.3 2.3
C -0.5 -0.1 1.1
C -0.1 1.2 -2.3
C 0.0 -2.6 0.8
C 0.3 1.4 -3.3
C 2.2 -5.0 1.5
N -1.7 -2.1 -4.1
N 1.1 0.9 -1.7
N 2.6 0.1 2.8
N -2.2 1.7 -0.7
H -2.9 -2.2 2.5
H 2.6 3.3 -1.7
H 0.4 0.8 -1.4
H 0.4 -0.4 -0.3
H -2.2 -0.5 -1.6
H 1.3 0.4 -1.1
H 0.1 -0.9 1.0
H -0.4 -0.2 2.7
H 0.4 1.7 0.8
H -0.5 0.8 -0.9
H -1.4 0.9 -0.8
H 0.3 0.5 2.7


Record 3
ORCA calculation (ωB97M-V/def2-TZVPD) on a 2-piece molecular cluster, C10H12NO overall at a distorted geometry.

Calculated values
Net charge: +1
E (a.u.): -517.91007
LUMO level (eV): -4.39
Relative energy (zero: lowest compared OMol25 entry of this formula, charge and spin) (kJ/mol): 197.23
Molecular weight (g/mol): 162.212
Frontier orbital gap (eV): 8.56
HOMO (hartree): -0.4759

Last column: natural (NBO) charge in e.
CARTESIAN COORDINATES (ANGSTROEM)
C  1.399832  -2.265557  -2.586692  -0.117
C  1.812911  -1.239702  -1.701119  -0.200
C  0.041028  -2.580653  -2.725952  -0.202
C  0.869909  -0.517445  -1.016671  -0.118
C  -0.948798  -1.831394  -2.010066  -0.100
C  -0.512733  -0.751351  -1.230103  -0.259
C  -3.483126  0.779738  0.752707  -0.482
C  -1.430962  -0.056836  -0.467375  0.670
C  2.191158  2.035351  3.203128  -0.738
C  1.395294  2.252956  1.974082  0.461
N  -2.311385  0.350760  0.192406  -0.213
O  0.329943  1.774120  1.721640  -0.573
H  2.027918  -2.657573  -3.366050  0.244
H  2.776689  -1.200243  -1.343388  0.237
H  -0.420339  -3.445496  -3.269872  0.253
H  1.073579  0.199159  -0.223743  0.243
H  -1.984234  -1.895502  -2.211645  0.230
H  -4.160089  -0.053074  0.964981  0.264
H  -3.328549  1.426981  1.664764  0.279
H  3.217053  1.983514  2.946691  0.237
H  1.940973  2.688252  4.108497  0.271
H  1.784302  0.990436  3.480927  0.243
H  -4.225222  1.314602  0.011853  0.266
H  1.944847  2.698957  1.131001  0.104

Forces on the atoms, in the same order (eV/Å):
C -1.4 0.8 -0.7
C -2.3 -1.2 -0.1
C -2.0 0.1 1.1
C -1.0 0.2 0.5
C 2.3 0.5 -0.9
C 1.7 -0.9 -0.5
C -3.9 2.1 0.6
C -3.7 1.4 2.6
C -2.6 -1.5 2.1
C 1.4 0.3 -1.0
N 3.7 -1.6 -3.1
O -1.5 -0.4 0.1
H 0.8 -0.6 0.5
H 2.3 0.5 0.0
H 1.2 1.0 0.0
H 0.5 -0.1 -0.3
H -0.9 -0.7 -0.1
H 0.7 -0.4 0.6
H 0.0 -0.8 -1.1
H 1.1 0.2 0.1
H 0.5 -0.6 -1.5
H 1.0 1.4 0.1
H 2.1 -0.4 1.0
H 0.1 0.6 0.0


> Among the records above, which one has the highest E?

C10H12NO


> Number 1 is which compound?

C10H12N3


> The lowest E belongs to which entry?

C10H12N4